No. 1
{
  "formula": "C35H58N6O6S2",
  "method": "ωB97M-V with the def2-TZVPD basis set",
  "mol_weight_g_mol": 723.0,
  "total_energy_ev": -80127.4018,
  "homo_ev": -7.7,
  "elements": ["C", "C", "C", "C", "C", "C", "C", "C", "C", "C", "C", "S", "C", "C", "S", "C", "C", "C", "C", "N", "C", "C", "C", "O", "H", "H", "H", "H", "H", "H", "H", "H", "H", "H", "H", "H", "H", "H", "H", "H", "H", "H", "H", "H", "H", "H", "H", "C", "N", "C", "C", "O", "H", "H", "H", "H", "H", "H", "H", "C", "N", "C", "C", "O", "H", "H", "H", "H", "H", "H", "H", "C", "N", "C", "C", "O", "H", "H", "H", "H", "H", "H", "H", "C", "N", "C", "C", "O", "H", "H", "H", "H", "H", "H", "H", "C", "N", "C", "C", "O", "H", "H", "H", "H", "H", "H", "H"],
  "coordinates": [[0.317, -2.097, 3.630], [-0.337, -3.139, 2.686], [-1.839, -2.958, 2.448], [-2.164, -2.112, 1.197], [-3.671, -2.110, 0.923], [-1.600, -0.731, 1.428], [-0.490, -0.299, 0.711], [0.064, 0.952, 0.949], [-0.448, 1.819, 1.905], [-1.578, 1.396, 2.589], [-2.152, 0.147, 2.359], [-2.383, 2.391, 3.810], [-1.570, 3.941, 3.596], [-2.125, 5.044, 4.259], [-3.593, 4.881, 5.254], [-1.540, 6.299, 4.180], [-0.386, 6.444, 3.424], [0.144, 5.363, 2.738], [-0.428, 4.091, 2.812], [0.251, 3.058, 2.095], [1.613, 2.808, 2.632], [2.628, 3.075, 1.546], [3.957, 3.842, 2.058], [2.773, 4.307, 1.122], [0.753, -2.543, 4.516], [-0.433, -1.364, 3.917], [1.056, -1.526, 3.074], [-0.159, -4.127, 3.103], [0.166, -3.113, 1.720], [-2.340, -2.505, 3.304], [-2.270, -3.945, 2.289], [-1.633, -2.571, 0.374], [-4.149, -2.981, 1.363], [-4.163, -1.206, 1.265], [-3.833, -2.194, -0.149], [-0.045, -0.953, -0.027], [0.929, 1.230, 0.362], [-3.017, -0.176, 2.920], [-4.484, 4.515, 4.318], [-1.939, 7.159, 4.692], [0.105, 7.402, 3.360], [1.040, 5.525, 2.161], [1.724, 1.761, 2.901], [1.865, 3.481, 3.441], [2.775, 2.295, 0.809], [4.615, 4.629, 1.684], [4.551, 3.051, 1.496], [0.832, -4.019, -3.091], [-0.422, -4.522, -2.558], [-0.805, -5.902, -2.820], [-1.242, -3.753, -1.828], [-2.306, -4.112, -1.351], [0.829, -4.093, -4.181], [1.665, -4.606, -2.700], [0.977, -2.977, -2.812], [-1.756, -5.929, -3.349], [-0.924, -6.439, -1.878], [-0.046, -6.390, -3.423], [-0.856, -2.726, -1.691], [2.499, 2.588, -2.398], [2.803, 1.223, -2.788], [3.996, 0.945, -3.571], [2.001, 0.203, -2.440], [2.186, -0.968, -2.721], [2.381, 3.214, -3.284], [3.313, 2.985, -1.786], [1.577, 2.616, -1.821], [3.718, 0.480, -4.515], [4.638, 0.255, -3.018], [4.534, 1.868, -3.768], [1.127, 0.532, -1.851], [-2.473, -6.667, -8.214], [-2.452, -7.179, -6.858], [-3.678, -7.172, -6.077], [-1.331, -7.663, -6.291], [-1.265, -8.100, -5.159], [-2.780, -5.620, -8.217], [-3.174, -7.242, -8.822], [-1.482, -6.743, -8.656], [-3.545, -6.575, -5.174], [-3.935, -8.188, -5.776], [-4.486, -6.754, -6.672], [-0.455, -7.625, -6.961], [8.353, 0.089, -5.613], [7.261, 0.648, -6.386], [7.559, 1.446, -7.564], [5.973, 0.454, -6.050], [5.022, 0.898, -6.662], [8.994, 0.887, -5.234], [8.952, -0.578, -6.237], [7.961, -0.477, -4.771], [7.148, 2.449, -7.450], [7.107, 0.992, -8.446], [8.636, 1.508, -7.699], [5.853, -0.167, -5.146], [-4.252, 5.434, 8.855], [-5.498, 4.997, 9.454], [-5.910, 3.612, 9.300], [-6.293, 5.830, 10.152], [-7.345, 5.511, 10.671], [-4.281, 5.281, 7.774], [-3.420, 4.859, 9.269], [-4.089, 6.490, 9.060], [-6.876, 3.563, 8.796], [-6.015, 3.142, 10.278], [-5.167, 3.076, 8.716], [-5.895, 6.858, 10.212]],
  "lowdin_charge": [-0.087, -0.225, -0.173, -0.323, -0.040, -0.201, -0.018, -0.013, -0.224, -0.423, -0.064, 1.027, -0.456, -0.616, 0.788, -0.119, -0.070, -0.008, -0.209, -0.007, -0.085, -0.343, 0.010, -0.079, 0.063, 0.057, 0.059, 0.096, 0.099, 0.115, 0.112, 0.085, 0.079, 0.069, 0.072, 0.104, 0.084, 0.114, -0.113, 0.100, 0.105, 0.107, 0.135, 0.129, 0.124, 0.110, 0.071, -0.048, -0.186, -0.036, -0.354, 0.006, 0.091, 0.092, 0.051, 0.078, 0.096, 0.078, 0.128, -0.047, -0.184, -0.050, -0.345, 0.007, 0.094, 0.087, 0.082, 0.082, 0.093, 0.093, 0.119, -0.060, -0.199, -0.035, -0.353, 0.008, 0.089, 0.089, 0.081, 0.085, 0.094, 0.086, 0.133, -0.056, -0.196, -0.039, -0.368, 0.015, 0.089, 0.090, 0.084, 0.093, 0.093, 0.085, 0.122, -0.065, -0.199, -0.041, -0.363, 0.010, 0.008, 0.092, 0.084, 0.092, 0.092, 0.085, 0.131]
}



No. 2
{
  "formula": "C35H59B2BrF4N7ReS3Si",
  "method": "ωB97M-V with the def2-TZVPD basis set",
  "multiplicity": 2,
  "mol_weight_g_mol": 1065.9,
  "total_charge": 1,
  "total_energy_ev": -172468.3832,
  "s_squared": 0.80,
  "homo_ev": [-10.3, -10.2],
  "elements": ["Re", "C", "C", "C", "C", "N", "C", "C", "N", "B", "N", "C", "C", "N", "C", "S", "C", "C", "C", "C", "N", "C", "C", "N", "C", "S", "C", "C", "C", "C", "C", "S", "H", "H", "H", "H", "H", "H", "H", "H", "H", "H", "H", "H", "H", "H", "H", "H", "H", "H", "H", "H", "H", "H", "H", "H", "H", "H", "H", "H", "H", "H", "H", "H", "H", "H", "C", "Si", "C", "C", "C", "C", "C", "C", "C", "C", "H", "H", "H", "H", "H", "H", "H", "H", "H", "H", "H", "H", "H", "H", "H", "H", "H", "H", "H", "H", "H", "Br", "C", "C", "C", "C", "N", "C", "H", "H", "H", "H", "F", "B", "F", "F", "F"],
  "coordinates": [[-0.208, 0.164, -0.573], [5.825, -2.284, -0.434], [4.303, -2.254, -0.361], [3.765, -1.954, -1.763], [3.814, -3.607, 0.164], [3.886, -1.168, 0.607], [4.787, -0.388, 1.320], [4.073, 0.391, 2.151], [2.738, 0.095, 1.962], [1.672, 0.732, 2.886], [1.203, 2.134, 2.427], [0.835, 3.067, 3.382], [0.719, 4.250, 2.767], [1.002, 4.061, 1.420], [1.292, 2.751, 1.228], [1.635, 1.932, -0.261], [1.045, 5.285, 0.525], [-0.270, 6.055, 0.722], [1.226, 4.969, -0.951], [2.235, 6.126, 0.997], [0.467, -0.222, 3.199], [0.510, -0.964, 4.365], [-0.747, -1.294, 4.701], [-1.593, -0.759, 3.740], [-0.821, -0.112, 2.828], [-1.436, 0.644, 1.387], [-3.092, -0.635, 3.955], [-3.494, -1.567, 5.095], [-3.889, -1.033, 2.713], [-3.379, 0.816, 4.344], [2.635, -0.842, 1.015], [1.135, -1.533, 0.442], [6.106, -3.054, -1.151], [6.277, -2.542, 0.526], [6.237, -1.337, -0.789], [3.958, -2.810, -2.412], [4.276, -1.083, -2.185], [2.691, -1.774, -1.757], [4.122, -4.391, -0.529], [2.729, -3.641, 0.255], [4.256, -3.816, 1.142], [5.852, -0.446, 1.184], [4.401, 1.123, 2.872], [2.229, 0.893, 3.942], [0.698, 2.804, 4.421], [0.437, 5.210, 3.165], [-1.118, 5.372, 0.771], [-0.426, 6.720, -0.127], [-0.249, 6.666, 1.627], [0.390, 4.397, -1.354], [2.157, 4.442, -1.147], [1.263, 5.928, -1.473], [2.160, 6.381, 2.056], [2.255, 7.058, 0.429], [3.177, 5.599, 0.830], [1.440, -1.192, 4.860], [-1.100, -1.879, 5.530], [-3.211, -2.602, 4.887], [-4.578, -1.531, 5.192], [-3.073, -1.260, 6.055], [-3.574, -2.010, 2.336], [-3.807, -0.301, 1.917], [-4.942, -1.099, 2.995], [-2.822, 1.093, 5.243], [-4.445, 0.934, 4.547], [-3.111, 1.499, 3.534], [-1.691, -2.996, 0.280], [-1.487, -1.967, -1.305], [-3.303, -1.486, -1.839], [-4.218, -2.729, -1.864], [-3.918, -0.547, -0.793], [-3.385, -0.797, -3.212], [-0.604, -3.178, -2.577], [-1.631, -4.181, -3.128], [0.492, -4.011, -1.897], [0.040, -2.476, -3.778], [-2.604, -3.599, 0.254], [-1.735, -2.354, 1.164], [-0.847, -3.678, 0.417], [-4.184, -3.296, -0.931], [-4.009, -3.407, -2.685], [-5.251, -2.378, -1.988], [-4.109, -1.084, 0.142], [-4.882, -0.175, -1.164], [-3.309, 0.329, -0.576], [-2.792, -1.294, -3.985], [-3.093, 0.255, -3.146], [-4.427, -0.801, -3.553], [-2.187, -4.686, -2.331], [-1.103, -4.955, -3.702], [-2.342, -3.708, -3.806], [0.082, -4.708, -1.161], [1.245, -3.396, -1.404], [1.000, -4.611, -2.665], [-0.670, -1.866, -4.344], [0.438, -3.233, -4.467], [0.876, -1.846, -3.471], [-1.215, 1.552, -6.045], [0.109, 1.242, -4.752], [1.432, 1.563, -4.986], [2.356, 1.271, -3.996], [1.925, 0.715, -2.813], [0.633, 0.424, -2.578], [-0.255, 0.669, -3.555], [1.729, 2.023, -5.919], [3.406, 1.481, -4.136], [2.625, 0.477, -2.027], [-1.276, 0.398, -3.366], [-3.477, 2.832, -1.099], [-2.130, 3.065, -1.123], [-1.492, 1.652, -1.386], [-1.603, 3.481, 0.095], [-1.684, 3.813, -2.190]],
  "mulliken_spin": [0.965, -0.001, 0.006, 0.012, 0.002, 0.012, 0.006, -0.002, 0.001, 0.000, 0.003, -0.003, 0.001, -0.001, 0.013, -0.067, 0.001, -0.001, -0.001, 0.000, -0.008, 0.012, -0.004, -0.001, 0.047, -0.052, 0.000, 0.000, 0.001, -0.001, 0.014, 0.088, 0.000, 0.000, 0.000, 0.000, -0.001, -0.009, 0.000, 0.002, 0.000, 0.000, 0.000, 0.000, 0.000, 0.000, 0.000, 0.000, 0.000, 0.000, -0.001, 0.000, 0.000, 0.000, 0.000, 0.001, 0.000, 0.000, 0.000, 0.000, 0.000, 0.001, 0.000, 0.000, 0.000, 0.000, -0.019, -0.021, -0.017, -0.005, 0.009, -0.006, -0.009, 0.001, -0.003, -0.005, -0.001, 0.011, -0.005, 0.001, 0.000, -0.001, 0.001, -0.001, -0.011, 0.000, 0.001, 0.000, 0.000, 0.000, 0.000, -0.001, -0.004, 0.000, -0.001, 0.000, 0.000, 0.000, -0.004, 0.010, -0.005, 0.037, 0.011, -0.003, 0.000, 0.000, -0.006, 0.002, 0.001, -0.006, 0.019, -0.003, 0.000]
}